Entry 1:
141
Properties=species:S:1:pos:R:3:mulliken_charge:R:1 method="wB97M-V/def2-TZVPD" e_above_lowest_kcal_mol=0.0 energy_ha=-3215.30147 charge=0 largest_force_ha_per_bohr=0.07147 e_homo_ha=-0.3483
C 4.536 2.618 -3.304 -0.332
O 5.006 1.333 -3.853 -0.437
C 4.233 0.058 -3.785 0.673
O 4.690 -0.998 -4.036 -0.491
O 2.984 0.327 -3.515 -0.333
C 1.959 -0.617 -3.372 0.056
H 4.225 2.388 -2.285 0.031
H 3.789 2.979 -4.011 0.254
H 5.330 3.364 -3.330 0.329
H 1.738 -0.852 -2.330 0.034
H 2.155 -1.574 -3.855 0.157
H 1.053 -0.216 -3.825 -0.079
C 4.280 2.795 3.263 -0.564
O 4.737 4.160 3.190 -0.271
C 5.302 4.782 4.311 0.748
O 5.414 4.251 5.356 -0.517
O 5.441 6.110 3.974 -0.324
C 5.898 7.067 4.926 -0.639
H 3.221 2.732 3.512 -0.025
H 4.870 2.376 4.078 0.547
H 4.427 2.329 2.289 0.202
H 6.706 6.647 5.524 0.301
H 5.010 7.183 5.548 0.292
H 6.175 7.967 4.377 0.209
C 2.871 1.181 9.504 -0.657
O 2.297 2.374 8.974 -0.342
C 2.435 2.663 7.668 0.808
O 3.089 1.966 6.916 -0.560
O 1.806 3.841 7.408 -0.351
C 1.914 4.511 6.191 -0.106
H 2.116 0.742 10.157 0.261
H 3.610 1.361 10.284 0.270
H 3.141 0.435 8.757 0.310
H 1.508 3.894 5.389 0.079
H 2.988 4.664 6.083 0.035
H 1.485 5.510 6.269 0.255
C -3.237 -2.272 -3.244 -1.295
O -2.471 -1.836 -2.156 0.341
C -1.043 -2.034 -2.160 -0.305
C -0.461 -1.942 -0.748 0.010
O -0.019 -0.644 -0.378 0.405
C 0.521 -0.575 0.931 -0.723
C 1.537 0.605 1.150 -0.856
O 0.987 1.888 1.086 0.425
C 0.284 2.134 2.268 -0.422
H -2.626 -2.117 -4.133 0.405
H -4.092 -1.620 -3.426 0.241
H -3.719 -3.245 -3.152 0.458
H -0.661 -1.229 -2.787 -0.062
H -0.823 -3.017 -2.576 0.296
H 0.381 -2.633 -0.754 -0.076
H -1.135 -2.456 -0.063 -0.246
H 1.067 -1.480 1.197 0.225
H -0.239 -0.658 1.708 0.403
H 2.379 0.586 0.458 0.383
H 2.119 0.480 2.064 0.407
H -0.256 3.074 2.148 -0.089
H 0.953 2.404 3.085 -0.114
H -0.456 1.340 2.366 0.319
C 1.962 -4.469 -3.818 -0.861
O 1.960 -4.013 -2.483 -0.143
C 3.273 -3.849 -1.992 -0.338
C 3.083 -3.574 -0.448 -0.084
O 4.388 -3.541 0.205 -0.417
C 4.319 -3.597 1.634 -0.230
C 5.569 -3.023 2.355 -0.737
O 5.588 -1.600 2.246 -0.159
C 6.693 -1.027 2.870 -0.788
H 2.092 -5.505 -4.131 0.298
H 2.519 -3.845 -4.516 0.331
H 0.911 -4.268 -4.027 0.244
H 3.715 -2.967 -2.455 0.124
H 3.908 -4.735 -1.997 0.425
H 2.502 -4.414 -0.067 0.376
H 2.582 -2.631 -0.225 -0.047
H 4.132 -4.625 1.946 0.322
H 3.402 -3.030 1.793 0.110
H 6.520 -3.496 2.112 0.397
H 5.400 -3.264 3.404 0.402
H 6.695 -0.965 3.958 0.313
H 6.805 -0.018 2.472 0.199
H 7.583 -1.610 2.632 0.351
C -8.174 -7.367 -2.244 -0.652
O -7.387 -7.790 -3.394 -0.370
C -6.209 -6.993 -3.408 -0.785
C -6.298 -5.545 -3.920 -0.428
O -6.828 -4.706 -2.855 -0.218
C -7.246 -3.477 -3.348 -0.566
C -7.739 -2.537 -2.176 -0.876
O -6.663 -1.892 -1.478 0.030
C -7.078 -0.834 -0.734 -0.974
H -8.634 -6.385 -2.351 0.191
H -7.717 -7.358 -1.254 0.295
H -9.076 -7.974 -2.159 0.326
H -5.532 -7.544 -4.061 0.437
H -5.573 -7.064 -2.526 0.390
H -6.956 -5.630 -4.785 0.328
H -5.326 -5.106 -4.144 0.406
H -8.136 -3.601 -3.965 0.387
H -6.544 -3.032 -4.052 0.383
H -8.487 -2.930 -1.488 0.421
H -8.370 -1.773 -2.630 0.438
H -7.476 -0.097 -1.431 0.429
H -6.245 -0.396 -0.184 0.180
H -7.799 -1.065 0.051 0.315
C -4.313 -2.858 0.464 0.148
C -3.244 -3.135 1.485 0.013
N -2.430 -3.352 2.256 -0.500
H -4.567 -1.803 0.569 -0.069
H -5.212 -3.420 0.716 0.529
H -3.890 -3.024 -0.527 -0.178
C -3.480 1.152 -1.856 -0.186
C -3.118 1.012 -0.430 0.500
N -2.784 0.973 0.671 -0.538
H -4.376 0.564 -2.053 0.008
H -2.646 0.720 -2.410 -0.235
H -3.645 2.207 -2.076 0.453
C 3.091 4.205 -0.238 0.509
C 2.284 5.399 -0.313 0.248
N 1.690 6.367 -0.353 -0.493
H 2.385 3.414 -0.492 -0.271
H 3.452 3.934 0.754 -0.259
H 3.952 4.242 -0.906 0.351
C -2.029 6.708 1.698 -0.734
C -2.134 5.519 2.540 0.448
N -2.205 4.517 3.130 -0.459
H -0.996 7.057 1.709 0.256
H -2.631 7.551 2.037 0.331
H -2.231 6.369 0.682 0.193
C -0.960 2.627 -6.179 -0.848
C -1.145 1.248 -5.650 0.370
N -1.224 0.194 -5.246 -0.426
H -0.522 2.436 -7.159 0.345
H -0.345 3.182 -5.471 0.245
H -1.952 3.073 -6.244 0.295
C -0.818 3.737 -1.110 1.264
C -1.424 4.024 -2.437 0.130
N -1.967 4.210 -3.451 -0.531
H -1.255 4.446 -0.407 -0.269
H 0.267 3.838 -1.101 -0.413
H -1.114 2.719 -0.858 -0.352

Entry 2:
141
Properties=species:S:1:pos:R:3:mulliken_charge:R:1 method="wB97M-V/def2-TZVPD" energy_ha=-4063.95466 charge=0 largest_force_ha_per_bohr=0.08781 multiplicity=5 e_homo_ha="-0.0844 / -0.2791"
V -8.455 16.427 -4.335 0.970
C -5.916 19.143 -6.068 1.246
C -6.676 18.084 -6.789 1.346
O -7.103 17.075 -5.942 0.480
H -5.547 19.840 -6.820 -0.200
H -4.982 18.751 -5.666 -0.255
H -6.539 19.733 -5.396 -1.097
H -6.048 17.540 -7.493 -0.861
H -7.395 18.533 -7.475 -0.663
C -7.858 18.594 -10.903 -0.078
C -9.182 17.880 -11.217 0.427
O -9.090 16.852 -11.805 -0.636
N -10.317 18.421 -10.678 -0.097
C -11.580 17.716 -10.747 -0.920
H -7.223 18.567 -11.788 0.422
H -7.367 18.242 -9.995 -0.497
H -8.034 19.662 -10.776 0.334
H -10.274 19.335 -10.251 0.227
H -11.499 16.632 -10.823 0.298
H -12.228 18.117 -11.527 0.370
H -12.142 17.828 -9.821 0.181
C -8.725 14.714 -7.699 -0.383
C -9.937 15.183 -7.009 0.469
O -9.907 15.450 -5.854 -0.732
N -11.008 15.239 -7.785 -0.059
C -12.341 15.601 -7.277 -0.890
H -8.328 15.423 -8.426 0.104
H -8.818 13.738 -8.175 0.665
H -7.984 14.672 -6.901 -0.477
H -10.969 14.836 -8.711 0.272
H -13.063 14.912 -7.716 0.462
H -12.521 16.637 -7.566 0.109
H -12.562 15.557 -6.211 0.248
C -3.620 19.790 -9.663 -0.268
C -4.513 20.416 -10.707 0.605
O -4.706 19.802 -11.759 -0.723
N -4.913 21.696 -10.488 0.178
C -5.695 22.471 -11.484 -1.120
H -3.224 20.523 -8.961 0.334
H -2.788 19.309 -10.178 0.436
H -4.114 19.058 -9.025 -0.402
H -4.614 22.137 -9.629 0.096
H -5.742 21.972 -12.452 0.361
H -5.230 23.443 -11.645 0.350
H -6.754 22.638 -11.287 0.356
C -4.576 23.073 -5.812 -0.213
C -4.240 23.876 -7.062 0.445
O -4.465 23.423 -8.171 -0.698
N -3.598 24.992 -6.902 -0.177
C -3.199 25.924 -7.895 -0.943
H -4.346 22.029 -6.023 -0.244
H -5.656 23.123 -5.669 0.008
H -4.045 23.359 -4.904 0.477
H -3.343 25.212 -5.950 0.245
H -3.499 26.956 -7.715 0.295
H -3.535 25.686 -8.904 0.290
H -2.116 25.802 -7.882 0.363
C -6.809 12.086 -4.185 -1.681
C -6.902 13.512 -4.672 0.656
O -7.883 14.230 -4.430 -0.513
N -5.939 14.038 -5.479 0.716
C -4.880 13.270 -6.153 -1.068
H -7.608 11.749 -3.524 0.384
H -6.015 12.068 -3.437 0.349
H -6.514 11.334 -4.918 0.403
H -6.099 14.991 -5.772 -0.311
H -4.516 12.544 -5.426 0.438
H -4.118 13.978 -6.478 0.176
H -5.358 12.841 -7.034 0.290
C -7.000 19.797 -2.043 -0.254
C -8.413 19.248 -2.081 0.369
O -8.523 18.250 -2.819 -0.296
N -9.343 19.877 -1.429 -0.123
C -10.736 19.482 -1.676 -0.778
H -6.738 19.904 -3.095 -0.277
H -6.396 18.978 -1.652 -0.101
H -6.990 20.802 -1.621 0.461
H -9.099 20.502 -0.674 0.245
H -10.904 18.798 -2.508 0.110
H -11.417 20.305 -1.892 0.326
H -11.055 18.945 -0.783 0.381
C -8.329 21.864 -5.166 -0.145
C -8.756 23.030 -6.082 0.146
O -9.500 23.862 -5.625 -0.707
N -8.361 23.152 -7.348 0.057
C -7.503 22.273 -8.141 -0.244
H -9.060 21.779 -4.363 0.259
H -7.388 22.051 -4.649 0.458
H -8.332 20.930 -5.728 -0.175
H -8.729 23.909 -7.905 0.259
H -8.014 21.397 -8.541 0.104
H -6.600 22.012 -7.589 -0.349
H -7.157 22.887 -8.973 0.352
O -10.065 17.957 -4.936 -0.047
C -10.677 18.745 -5.674 -0.554
O -11.571 19.648 -5.165 -0.407
C -12.202 20.439 -6.193 -0.641
C -11.871 19.659 -7.476 -0.697
C -10.590 18.904 -7.174 1.849
H -11.829 21.457 -6.313 0.219
H -13.285 20.472 -6.080 0.371
H -11.864 20.256 -8.388 0.338
H -12.645 18.917 -7.670 0.230
H -9.828 19.598 -7.528 -0.873
H -10.607 17.991 -7.769 -0.314
O -0.344 19.898 -7.648 -0.630
C -0.706 19.127 -6.749 0.301
O 0.130 18.343 -6.060 -0.354
C -0.615 17.413 -5.182 -0.608
C -2.011 17.853 -5.212 0.150
C -2.153 18.617 -6.576 1.134
H -0.210 17.411 -4.170 0.340
H -0.477 16.389 -5.531 0.241
H -2.172 18.590 -4.425 0.252
H -2.683 17.021 -5.003 0.032
H -2.936 19.374 -6.527 -0.486
H -2.147 17.985 -7.464 -0.382
O -2.716 15.453 -7.976 -0.640
C -3.439 15.444 -8.994 0.538
O -3.014 15.906 -10.197 -0.390
C -4.069 15.860 -11.166 -0.728
C -5.345 15.725 -10.297 0.213
C -4.920 15.072 -9.008 1.051
H -3.877 15.104 -11.927 0.269
H -4.191 16.815 -11.679 0.374
H -6.112 15.156 -10.823 0.684
H -5.768 16.718 -10.140 -0.601
H -4.952 13.983 -9.033 0.313
H -5.376 15.383 -8.068 -0.987
O -6.561 16.232 -2.746 -0.582
C -5.419 16.037 -2.339 0.165
O -5.001 14.768 -2.025 -0.365
C -3.603 14.748 -1.798 -0.464
C -3.131 16.186 -1.650 -0.443
C -4.320 17.044 -2.102 0.349
H -3.151 14.226 -2.641 0.347
H -3.333 14.272 -0.855 0.243
H -2.267 16.273 -2.309 -0.014
H -2.715 16.385 -0.662 0.418
H -4.155 17.556 -3.050 -0.360
H -4.586 17.675 -1.255 0.391